(1)
One molecule with the formula C3H6N2S, computed with the ωB97M-V functional and the def2-TZVPD basis.

Computed properties:
- SMILES = N[C@@H]1CNC1=S
- Kohn-Sham gap (eV) = 8.85

ORCA input file:
```
! RIJCOSX wB97M-V def2-TZVPD def2/J DEFGRID3
* xyz 0 1
C -0.492 -0.357 0.262
H 2.582 -1.565 0.358
S -1.996 0.302 -0.055
C 0.890 0.386 0.395
H 1.837 -0.707 -1.292
H 1.108 0.487 1.467
H -0.261 -2.183 -0.571
C 1.605 -0.970 -0.097
H 1.658 2.191 0.756
N 1.512 1.573 -0.251
H 0.917 2.272 -1.073
N 0.213 -1.527 -0.054
*
```

=====

(2)
One molecule with the formula C3H6N2S, computed with the ωB97M-V functional and the def2-TZVPD basis.

Computed properties:
- SMILES = NC(=S)N1CC1
- Kohn-Sham gap (eV) = 9.22

ORCA input file:
```
! RIJCOSX wB97M-V def2-TZVPD def2/J DEFGRID3
* xyz 0 1
N 1.400 1.333 -0.151
C 1.053 0.056 -0.359
C -1.031 -1.265 -0.152
H -1.995 0.673 0.140
H 0.590 2.197 0.018
H 2.383 1.454 0.011
H -1.754 -1.811 -0.757
C -1.204 0.115 0.412
H -0.286 -2.007 0.240
S 1.976 -1.132 0.031
N -0.337 -0.095 -0.758
H -0.794 0.482 1.324
*
```

=====

We find (2) to be the most stable, with the next structure 1.538 eV higher.

=====

(1)
A 2-piece molecular cluster, C3H6N2S overall, computed with the ωB97M-V functional and the def2-TZVPD basis.

Computed properties:
- Kohn-Sham gap (alpha / beta) (eV) = 6.56 / 6.56

ORCA input file:
```
! RIJCOSX wB97M-V def2-TZVPD def2/J DEFGRID3
* xyz 0 1
H 1.282 -0.310 -0.262
C -0.575 -1.136 0.542
C 0.665 0.801 -1.590
C 0.764 -0.400 0.722
N 0.715 1.898 -1.805
H -1.116 -0.128 -1.200
H -0.335 -2.041 0.036
S 0.858 1.218 1.406
N -1.474 -0.364 -0.253
H -1.872 0.522 0.101
H -0.973 -1.474 1.512
H 2.059 1.414 0.790
*
```

=====

(2)
One molecule with the formula C3H6N2S, computed with the ωB97M-V functional and the def2-TZVPD basis.

Computed properties:
- SMILES = [H]/N=C(\N)[C@@H]1CS1
- Kohn-Sham gap (eV) = 9.62

ORCA input file:
```
! RIJCOSX wB97M-V def2-TZVPD def2/J DEFGRID3
* xyz 0 1
N -1.546 1.222 -0.418
N -1.827 -1.087 0.197
H 1.857 1.513 1.044
C -1.128 0.115 0.079
S 1.584 -0.571 -0.379
C 0.259 0.046 0.675
H 0.292 -0.414 1.649
H -2.654 -1.116 -0.381
C 1.181 1.064 0.305
H -2.519 1.107 -0.792
H -1.355 -2.003 0.149
H 0.778 1.754 -0.410
*
```

=====

(3)
One molecule with the formula C3H6N2S, computed with the ωB97M-V functional and the def2-TZVPD basis.

Computed properties:
- Kohn-Sham gap (eV) = 8.61

ORCA input file:
```
! RIJCOSX wB97M-V def2-TZVPD def2/J DEFGRID3
* xyz 0 1
S 1.551 -0.384 1.778
H -2.191 -0.199 -0.261
H -1.534 0.328 -1.657
N 1.413 -0.814 -1.076
C -1.619 0.562 -0.675
C -0.065 -0.159 1.133
C -0.269 0.473 -0.034
H -2.086 1.597 -0.431
H 0.489 1.292 -0.202
H -0.861 -0.816 1.482
H 3.089 -1.044 0.022
N 2.081 -0.835 -0.077
*
```

=====

(4)
One molecule with the formula C3H6N2S, computed with the ωB97M-V functional and the def2-TZVPD basis.

Computed properties:
- SMILES = [H]/N=C(/C)NC=S
- Kohn-Sham gap (eV) = 9.10

ORCA input file:
```
! RIJCOSX wB97M-V def2-TZVPD def2/J DEFGRID3
* xyz 0 1
N 0.269 -0.875 -0.025
C -1.016 -0.923 -0.062
H 0.732 -1.716 0.048
C 1.142 0.343 -0.013
N 0.809 1.482 -0.055
S -1.971 0.276 0.053
H 3.435 0.508 -0.088
H 2.517 -1.152 -0.776
H 2.968 -0.696 1.019
C 2.548 -0.276 0.048
H -1.506 -1.969 -0.110
H -0.197 1.504 -0.221
*
```

=====

We find (2) to be the most stable, with the next structure 1.163 eV higher.

=====

(1)
One molecule with the formula C3H6N2S, computed with the ωB97M-V functional and the def2-TZVPD basis.

Computed properties:
- SMILES = C=CS/C=N\N
- Kohn-Sham gap (eV) = 9.25

ORCA input file:
```
! RIJCOSX wB97M-V def2-TZVPD def2/J DEFGRID3
* xyz 0 1
C -1.042 0.036 0.068
C -2.335 0.465 0.139
H 2.748 0.983 -0.845
H 1.242 -2.065 1.020
N 1.998 -0.150 0.497
H 0.888 0.647 -1.102
H -2.586 1.479 0.597
H -3.328 -0.203 0.179
H -0.193 0.730 -0.092
N 1.820 0.678 -0.515
C 1.135 -1.151 0.491
S -0.346 -1.447 -0.437
*
```

=====

(2)
One molecule with the formula C3H6N2S, computed with the ωB97M-V functional and the def2-TZVPD basis.

Computed properties:
- SMILES = [H]/N=C/N(C)C=S
- Kohn-Sham gap (eV) = 8.62

ORCA input file:
```
! RIJCOSX wB97M-V def2-TZVPD def2/J DEFGRID3
* xyz 0 1
C 0.426 0.187 -1.528
H 1.382 0.247 -1.952
H -1.874 0.042 -0.695
H 1.135 0.158 1.844
H 0.893 -1.555 0.927
C 1.029 -0.301 0.831
N 0.173 0.143 -0.297
H 2.147 0.146 0.438
H -2.336 0.174 1.677
C -1.165 0.130 0.082
N -1.208 0.426 1.405
S -0.602 0.205 -2.731
*
```

=====

We find (2) to be the most stable, with the next structure 0.262 eV higher.

=====

(1)
One molecule with the formula C5H8N2O3, computed with the ωB97M-V functional and the def2-TZVPD basis.

Computed properties:
- SMILES = C=C(O)O/N=C(C)\C=N/O
- Kohn-Sham gap (eV) = 9.16

ORCA input file:
```
! RIJCOSX wB97M-V def2-TZVPD def2/J DEFGRID3
* xyz 0 1
H -2.163 -1.494 -0.894
O 2.956 2.069 -0.557
C -2.046 -0.629 -0.216
N 0.115 0.299 -0.598
H -2.466 -1.271 3.583
H 3.064 1.767 0.389
C -0.215 -1.088 1.402
H -2.402 0.252 -0.700
C 2.149 1.214 -1.178
O -2.132 -0.743 2.842
H 0.661 -1.571 1.414
C 1.794 1.228 -2.461
H 2.327 1.591 -3.307
N -0.809 -1.305 2.509
H 0.919 0.565 -2.738
C -0.625 -0.442 0.154
H -2.514 -0.820 0.666
O 1.390 0.377 -0.311
*
```

=====

(2)
A 2-piece molecular cluster, C5H8N2O3 overall, computed with the ωB97M-V functional and the def2-TZVPD basis.

Computed properties:
- SMILES = O=C(O)Cc1cnco1.N
- Kohn-Sham gap (eV) = 9.79

ORCA input file:
```
! RIJCOSX wB97M-V def2-TZVPD def2/J DEFGRID3
* xyz 0 1
H 0.248 1.282 -2.032
O 1.250 -1.189 -1.021
C -0.395 -1.509 0.794
H 0.039 0.039 -3.543
H 1.513 2.300 2.218
H -2.333 0.772 1.531
H 1.652 -0.663 -0.315
H -1.414 -1.893 0.907
H 0.270 -2.151 1.395
H 0.350 1.588 -3.558
N 0.001 0.833 -2.909
C 0.005 -1.683 -0.666
N -0.602 1.938 2.137
O 0.893 0.454 1.485
C -1.259 0.802 1.686
C 0.653 1.682 1.973
C -0.335 -0.115 1.303
O -0.535 -2.490 -1.383
*
```

=====

(3)
A 2-piece molecular cluster, C5H8N2O3 overall, computed with the ωB97M-V functional and the def2-TZVPD basis.

Computed properties:
- SMILES = O=c1cc[nH]c(=O)[nH]1.CO
- Kohn-Sham gap (eV) = 9.41

ORCA input file:
```
! RIJCOSX wB97M-V def2-TZVPD def2/J DEFGRID3
* xyz 0 1
C 3.594 -0.273 -0.684
H -0.605 -2.675 -0.489
H 4.593 -0.367 -0.982
H 1.157 1.354 0.820
O 3.651 -0.195 0.770
H 1.509 -1.200 0.418
H 3.086 -1.243 -0.883
N -1.887 0.456 -0.386
H -2.782 1.002 -0.182
C 0.429 -0.667 -0.016
H 2.848 0.530 -1.205
C -2.038 -0.930 -0.061
C -0.857 1.436 -0.121
O -1.112 2.576 0.059
C -0.670 -1.558 -0.347
O -3.105 -1.530 0.421
N 0.340 0.776 0.202
H 2.794 -0.878 1.156
*
```

=====

We find (2) to be the most stable, with the next structure 2.565 eV higher.